(1)
The following is a DFT calculation (ωB97M-V/def2-TZVPD) of C7H13N3S in the gas phase.

Values from the calculation:
Energy relative to the best compared isomer or geometry (same formula, charge and spin), kJ/mol: 418.8
HOMO level, eV: -8.618
SMILES: Cc1[nH]cnc1CSCCN
LUMO, eV: 0.7
HOMO-LUMO gap, Eh: 0.34272

Last column: natural (NBO) charge in e.
Element x y z (Å)
H 3.567 0.662 -0.940  0.402
N -3.623 0.106 0.025  -0.816
H -0.431 -0.051 -1.169  0.234
H -2.615 1.684 -1.200  0.214
C 1.177 -0.785 0.461  0.025
H 1.710 2.521 -0.306  0.226
H 0.206 -1.542 2.058  0.252
C 1.803 0.340 0.205  0.084
H -4.038 -0.522 -0.753  0.336
C -0.120 -0.951 1.178  -0.547
H -1.661 -0.832 -1.989  0.233
N 2.912 0.093 -0.619  -0.540
H -1.934 1.302 0.391  0.193
C -2.397 0.750 -0.474  -0.263
N 2.065 -1.877 0.041  -0.447
H -3.423 -0.584 0.634  0.357
C 1.394 1.686 0.640  -0.660
S -1.495 -1.793 0.131  0.154
H 0.289 1.266 0.825  0.251
H -0.722 -0.063 1.686  0.241
C -1.482 -0.287 -0.970  -0.554
H 3.926 -1.894 -0.943  0.208
C 2.986 -1.256 -0.661  0.182
H 1.905 2.028 1.749  0.233

(2)
The following is a DFT calculation (ωB97M-V/def2-TZVPD) of a molecular structure, C16H23MnN5O6.

Values from the calculation:
Energy relative to the best compared isomer or geometry (same formula, charge and spin), kJ/mol: 46.5
HOMO level (alpha / beta), eV: -11.551 / -11.547
2S+1: 5
Net charge: +1
LUMO (alpha / beta), eV: -5.9 / -4.6
HOMO-LUMO gap (alpha / beta), Eh: 0.20950 / 0.25513

Last column: Mulliken spin population.
Element x y z (Å)
H -3.277 1.859 2.111  0.003
C -0.440 -2.984 1.919  0.003
H -2.424 0.364 1.671  -0.002
C 2.224 -1.839 2.281  -0.004
H -3.124 1.397 -3.897  0.000
H -0.458 4.279 -2.494  0.000
C -1.986 3.386 0.366  -0.003
C 0.454 4.048 -1.947  0.012
Mn 0.099 1.309 -0.245  3.922
O 1.185 1.495 1.347  -0.082
H 1.079 3.386 -2.535  -0.004
H 4.129 -1.554 -0.480  -0.001
H 1.241 -4.328 1.962  -0.001
H 3.475 -3.997 1.278  0.000
C 1.448 -1.672 -0.184  -0.009
C 4.385 -2.319 0.261  0.001
C 1.476 0.229 1.299  -0.013
C -2.795 1.316 1.302  0.005
N -4.709 -0.839 -3.847  0.008
O 0.140 3.374 -0.710  0.016
N 1.101 -0.326 0.152  0.039
C 1.926 -2.560 0.977  0.005
H -0.849 -2.173 1.312  0.001
C -3.763 -0.777 -3.190  -0.003
H -0.230 -2.609 2.928  0.000
N -1.943 -2.493 -0.740  0.007
O 1.377 -2.053 -1.305  0.005
H -2.619 3.897 1.091  0.003
H 2.963 -3.807 -0.399  0.000
H 0.563 -4.087 0.344  0.000
H -1.843 2.401 -3.335  0.001
C -2.220 -1.645 -1.470  -0.001
H -2.520 3.314 -0.583  -0.002
H -0.162 4.133 1.175  -0.002
N -2.421 1.595 -3.202  0.007
H 4.708 -1.823 1.181  0.000
N 2.062 -0.421 2.295  0.014
H 0.996 4.962 -1.728  0.002
C 0.812 -3.593 1.282  -0.002
C 3.214 -3.269 0.512  -0.002
H 5.243 -2.868 -0.127  0.000
H -3.503 1.144 0.491  0.000
H -1.224 -3.735 1.999  0.000
C -1.964 0.595 -2.414  -0.016
H 2.296 0.073 3.145  -0.001
O -0.899 0.888 -1.695  0.055
O -1.662 2.073 0.830  0.012
O 2.578 -2.382 3.283  0.003
C -2.609 -0.603 -2.363  0.013
C -0.685 4.111 0.223  0.010
H -0.845 5.128 -0.129  0.002

(3)
The following is a DFT calculation (ωB97M-V/def2-TZVPD) of 12 unconnected molecules or ions with the total composition BH26O11.

Values from the calculation:
Energy relative to the best compared isomer or geometry (same formula, charge and spin), kJ/mol: 53.1
HOMO level, eV: -7.517
Net charge: -1
LUMO, eV: 2.7
HOMO-LUMO gap, Eh: 0.37611

Last column: natural (NBO) charge in e.
Element x y z (Å)
H -0.351 0.896 0.097  -0.053
O -0.182 -2.128 1.987  -0.983
H -3.013 -2.071 -2.171  0.469
H -2.657 0.526 -1.791  0.487
H 2.289 2.805 0.699  0.488
O 0.585 2.848 -1.935  -0.975
O -2.966 -1.680 1.197  -0.993
H 0.259 -0.845 -2.304  0.520
O 1.703 2.146 1.088  -0.962
H 1.099 1.684 2.614  0.500
H 0.384 2.039 -1.435  0.496
H 3.112 0.446 0.970  0.472
H -1.877 -1.390 -2.944  0.500
H -0.685 -0.804 -0.655  0.027
H -2.631 -0.761 1.203  0.511
O 0.137 -1.274 -3.189  -0.985
O 2.665 -2.047 -0.991  -0.945
O -2.545 1.226 -1.128  -0.995
H 1.645 1.443 0.421  0.503
H 0.930 -0.416 0.312  -0.048
H -1.149 -2.158 1.949  0.484
H -1.080 0.770 1.267  0.486
O -1.757 0.854 1.973  -0.985
H 0.077 -1.640 1.187  0.488
H -3.794 -1.630 0.712  0.469
H 2.093 -1.498 -0.430  0.489
H 0.756 0.264 -1.322  -0.009
H 0.296 -2.210 -3.030  0.455
H 4.335 0.982 1.697  0.457
H 2.058 -2.616 -1.469  0.452
H -1.738 0.969 -0.637  0.487
B 0.114 -0.016 -0.406  -0.838
H 1.486 1.420 4.084  0.457
H -1.302 0.559 2.773  0.493
O 0.730 1.426 3.491  -0.981
O -2.815 -1.287 -2.692  -0.976
O 3.980 0.184 1.296  -0.933
H -0.191 2.984 -2.485  0.472

(4)
The following is a DFT calculation (ωB97M-V/def2-TZVPD) of a molecular structure, C12H17Cl2N4O3PSYb.

Values from the calculation:
Energy relative to the best compared isomer or geometry (same formula, charge and spin), kJ/mol: 99.2
HOMO level (alpha / beta), eV: -10.796 / -10.797
2S+1: 2
Net charge: +1
LUMO (alpha / beta), eV: -3.9 / -4.8
HOMO-LUMO gap (alpha / beta), Eh: 0.25523 / 0.22163

Last column: Mulliken spin population.
Element x y z (Å)
H -1.308 0.435 -1.893  0.000
H 0.301 -1.284 4.479  0.000
H -1.050 -3.537 -0.585  0.000
Cl 1.491 0.307 3.265  0.000
N 2.038 0.291 -0.289  0.000
H -1.696 5.487 0.957  0.000
Cl -1.614 -0.299 3.491  0.000
H -4.674 -1.963 -1.235  0.000
H -0.152 -0.895 -2.002  0.000
H 5.922 0.373 -0.335  0.000
H -4.221 -0.351 -1.781  0.000
H 2.159 -1.703 -0.634  0.000
H 2.256 3.566 0.513  0.000
N 0.466 2.462 0.229  -0.002
H -1.260 -3.449 -2.351  0.000
C 2.667 1.480 -0.066  0.002
C -1.592 3.451 0.568  -0.001
N -2.186 4.638 0.669  0.000
H -2.592 -4.043 -1.344  0.000
H -4.031 -1.761 -2.861  0.000
N -0.220 3.515 0.631  -0.001
C 4.099 1.534 -0.038  0.000
C 4.820 0.400 -0.336  -0.001
C -3.960 -1.400 -1.844  0.000
H -3.186 4.624 0.665  0.000
P -2.305 -1.604 -1.163  -0.001
C -1.771 -3.307 -1.394  0.000
C 4.122 -0.772 -0.614  0.000
C 2.747 -0.802 -0.530  0.000
H 4.607 2.490 0.171  0.000
C 1.804 2.585 0.268  -0.001
C 0.198 -1.044 3.414  -0.001
O -2.121 -1.144 0.264  -0.002
Yb -0.300 0.183 0.848  1.007
C 0.329 -2.224 2.480  0.000
O 0.661 -2.090 1.235  -0.001
H -1.406 -0.657 -3.255  0.000
C -1.206 -0.614 -2.184  0.000
H 4.676 -1.670 -0.901  0.000
S -2.555 2.076 0.355  0.001
O 0.043 -3.285 3.133  0.000

(5)
The following is a DFT calculation (ωB97M-V/def2-TZVPD) of 2 unconnected molecules or ions with the total composition C3H12N2OS.

Values from the calculation:
Energy relative to the best compared isomer or geometry (same formula, charge and spin), kJ/mol: 42.6
HOMO level, eV: -8.734
SMILES: NC[C@@H](N)CS.O
LUMO, eV: 0.7
HOMO-LUMO gap, Eh: 0.34537

Last column: natural (NBO) charge in e.
Element x y z (Å)
C 0.303 -0.657 -1.017  -0.231
H 2.166 -1.340 -1.068  0.360
C -1.933 -0.584 0.086  -0.504
O 2.023 0.481 1.760  -0.972
H -2.420 -0.358 -0.858  0.208
S -2.821 -0.146 1.639  -0.041
N 1.818 -0.392 -0.959  -0.851
H -0.665 1.806 -0.715  0.340
C -0.492 -0.057 0.100  -0.108
H 2.169 0.186 0.854  0.490
H -3.127 1.123 1.234  0.137
H 2.851 0.979 1.911  0.464
H 1.993 -0.023 -1.891  0.363
H 0.469 1.635 0.527  0.387
H -0.071 -0.385 1.056  0.218
H -1.889 -1.672 0.183  0.215
H 0.165 -1.739 -1.070  0.187
H -0.073 -0.274 -1.975  0.174
N -0.465 1.418 0.203  -0.837

no.,strongest force on any atom (hartree/bohr)
1,0.112
2,0.019
3,0.033
4,0.090
5,0.039